A:
The following is a quantum chemistry calculation of the molecule CH3N3O2S, from the Open Molecules 2025 dataset.

HOMO-LUMO gap, eV: 11.15
Spin multiplicity: 1
Charge: 0

Geometry (Å):
C: 1.483 -1.197 -0.166
N: 2.478 -1.348 0.373
N: -0.863 0.993 0.672
N: 0.428 -0.887 -0.886
O: -2.212 -0.578 -0.802
O: -0.939 -1.393 1.199
S: -1.068 -0.533 0.062
H: -0.042 1.559 0.488
H: -1.149 0.804 1.668
H: 0.179 -1.200 -1.822

***

B:
The following is a quantum chemistry calculation of the molecule CH3N3O2S, from the Open Molecules 2025 dataset.

HOMO-LUMO gap, eV: 9.44
Spin multiplicity: 1
Charge: 0

Geometry (Å):
C: 0.401 -0.465 0.020
N: -0.296 -1.517 0.146
N: -0.330 0.667 0.268
N: 1.803 -0.388 -0.116
O: -2.591 1.155 -0.657
O: -1.609 -1.171 0.211
S: -2.063 0.430 0.450
H: 0.167 1.614 0.262
H: 2.357 0.278 0.471
H: 2.162 -0.603 -1.056

***

Which of them is most stable? Easy: A.

***

A:
The following is a quantum chemistry calculation of the molecule C4H5NOS2, from the Open Molecules 2025 dataset.

HOMO-LUMO gap, eV: 7.32
Spin multiplicity: 1
Charge: 0

Geometry (Å):
C: -0.246 -0.238 0.738
C: -0.141 0.217 -0.545
C: 1.711 -1.123 -0.574
C: -0.908 1.285 -1.093
H: -2.055 0.537 1.532
H: -0.989 -0.104 2.734
H: 2.008 -2.036 -1.041
H: 2.548 -0.514 -0.247
H: -1.587 1.679 -0.341
N: -1.116 0.210 1.699
O: 0.780 -0.413 -1.354
S: 0.877 -1.572 1.025
S: -0.883 2.071 -2.534

***

B:
The following is a quantum chemistry calculation of the molecule C4H5NOS2, from the Open Molecules 2025 dataset.

HOMO-LUMO gap, eV: 8.64
Spin multiplicity: 1
Charge: 0

Geometry (Å):
C: -0.129 -0.139 -0.611
C: 0.683 -1.241 -0.041
C: 1.328 0.082 -0.173
C: -1.028 0.581 0.358
H: -1.529 -0.111 -1.921
H: 0.489 -1.531 1.023
H: 0.987 -1.981 -0.741
H: 2.096 0.314 -0.888
H: -0.737 1.437 2.200
N: -0.330 1.007 1.386
O: -0.574 -0.248 -1.915
S: 1.388 1.108 1.241
S: -2.644 0.723 0.081

***

Which of them is most stable? Easy: B.

***

A:
The following is a quantum chemistry calculation of a structure of composition C17H24ClN3OS, from the Open Molecules 2025 dataset.

HOMO-LUMO gap, eV: 8.39
Spin multiplicity: 1
Charge: 0

Geometry (Å):
S: -3.371 -1.782 -0.807
C: -2.165 -1.468 0.304
N: -0.901 -1.850 0.240
C: -0.445 -2.557 -0.955
C: 0.893 -2.070 -1.340
N: 1.676 -2.213 0.006
C: 1.079 -1.654 1.315
C: -0.223 -2.133 1.287
H: -0.713 -1.735 2.219
H: -0.024 -3.282 1.521
H: 1.769 -1.538 2.010
H: 0.960 -0.334 0.947
C: 3.153 -1.984 -0.384
C: 3.427 -0.250 -0.490
C: 3.755 0.533 0.357
C: 3.874 1.868 0.363
C: 3.800 2.232 -0.990
C: 3.386 1.478 -1.988
C: 3.356 0.291 -1.872
H: 2.972 -0.440 -2.499
H: 3.248 1.901 -3.164
H: 3.783 3.543 -1.079
H: 4.222 2.672 1.101
Cl: 3.977 0.039 2.279
H: 3.459 -2.217 -1.376
H: 3.770 -2.116 0.597
H: 1.325 -2.545 -2.069
H: 0.767 -0.653 -1.422
H: -1.256 -2.377 -1.653
H: -0.351 -3.645 -0.723
N: -2.700 -0.627 1.353
H: -3.739 -0.566 1.246
C: -1.976 0.463 1.931
H: -0.954 0.199 1.743
H: -2.256 0.437 2.984
C: -2.437 1.918 1.244
C: -1.993 1.813 -0.428
H: -1.110 2.413 -0.095
C: -3.245 2.476 -0.934
H: -3.408 2.303 -1.909
C: -4.289 1.754 0.024
H: -5.419 2.504 0.097
H: -4.699 0.777 -0.468
O: -3.946 1.639 1.230
H: -3.318 3.578 -0.913
H: -1.688 0.743 -0.669
H: -2.023 2.462 1.831

***

B:
The following is a quantum chemistry calculation of the molecule C17H24ClN3OS, from the Open Molecules 2025 dataset.

HOMO-LUMO gap, eV: 8.54
Spin multiplicity: 1
Charge: 0

Geometry (Å):
S: -2.697 0.977 -1.246
C: -1.352 1.039 -0.277
N: -0.268 1.781 -0.595
C: 0.954 1.738 0.179
C: 2.126 2.264 -0.683
N: 1.978 1.998 -2.089
C: 0.805 2.661 -2.631
C: -0.327 2.817 -1.599
H: -1.303 2.759 -2.083
H: -0.241 3.789 -1.096
H: 1.106 3.661 -2.969
H: 0.453 2.110 -3.502
C: 2.241 0.643 -2.535
C: 1.282 -0.448 -2.103
C: 1.575 -1.329 -1.066
C: 0.709 -2.348 -0.705
C: -0.496 -2.489 -1.370
C: -0.816 -1.623 -2.400
C: 0.072 -0.630 -2.765
H: -0.182 0.021 -3.588
H: -1.755 -1.719 -2.921
H: -1.174 -3.282 -1.092
H: 0.988 -3.027 0.086
Cl: 3.070 -1.202 -0.178
H: 3.248 0.393 -2.192
H: 2.259 0.672 -3.629
H: 2.205 3.350 -0.572
H: 3.057 1.819 -0.329
H: 1.150 0.704 0.466
H: 0.869 2.347 1.092
N: -1.283 0.286 0.849
H: -0.676 0.603 1.595
C: -2.462 -0.362 1.375
H: -2.858 -1.054 0.629
H: -3.242 0.378 1.598
C: -2.082 -1.110 2.656
C: -1.149 -2.315 2.409
H: -1.547 -3.205 2.895
C: 0.174 -1.895 3.052
H: 0.812 -1.394 2.324
C: -0.304 -0.902 4.109
H: -0.651 -1.433 5.007
H: 0.445 -0.164 4.399
O: -1.379 -0.210 3.509
H: 0.720 -2.729 3.486
H: -1.045 -2.510 1.346
H: -3.007 -1.433 3.155

***

Which of them is most stable? Easy: B.

***

A:
The following is a quantum chemistry calculation of the molecule C4H6FNOS, from the Open Molecules 2025 dataset.

HOMO-LUMO gap, eV: 8.50
Spin multiplicity: 1
Charge: 0

Geometry (Å):
C: 0.647 -1.374 -1.020
C: 0.496 -0.283 0.051
C: 1.478 0.041 0.901
C: -1.101 1.428 0.791
H: 1.638 -1.736 -1.211
H: 0.237 -1.044 -1.948
H: 0.058 -2.261 -0.665
H: 1.506 0.806 1.695
H: -2.313 0.674 -0.768
H: -0.360 1.737 1.535
N: -0.769 0.348 0.089
O: -1.619 -0.011 -0.896
F: 2.702 -0.524 0.769
S: -2.598 2.199 0.677

***

B:
The following is a quantum chemistry calculation of the molecule C4H6FNOS, from the Open Molecules 2025 dataset.

HOMO-LUMO gap, eV: 9.16
Spin multiplicity: 1
Charge: 0

Geometry (Å):
C: -2.211 -1.794 0.082
C: -1.049 0.230 0.032
C: 1.357 0.014 -0.097
C: 2.463 -0.697 0.095
H: -3.283 -2.263 -0.057
H: -1.905 -2.207 1.054
H: -1.617 -1.983 -0.769
H: -0.165 -1.542 -0.018
H: 1.277 1.064 -0.216
H: 2.672 -1.791 0.455
N: 0.046 -0.516 -0.477
O: -2.349 -0.369 0.082
F: 3.716 -0.073 0.083
S: -0.957 1.839 0.051

***

Which of them is most stable? Easy: A.

***

A:
The following is a quantum chemistry calculation of the molecule C22H36N4O3, from the Open Molecules 2025 dataset.

HOMO-LUMO gap, eV: 9.26
Spin multiplicity: 1
Charge: 0

Geometry (Å):
C: -0.627 4.239 2.040
O: -0.131 3.141 1.311
C: -0.508 3.190 -0.052
C: 0.056 1.969 -0.747
C: -0.536 0.667 -0.219
C: 0.163 -0.571 -0.781
C: 1.664 -0.596 -0.543
O: 2.464 -0.839 -1.431
N: 2.058 -0.324 0.728
C: 3.465 -0.146 1.070
C: 3.575 0.675 2.351
C: 3.054 -0.092 3.566
C: 3.857 -1.379 3.753
N: 3.587 -2.115 5.008
C: 4.188 -3.445 5.058
C: 2.487 -1.871 5.802
O: 1.490 -1.260 5.447
C: 2.589 -2.334 7.203
C: 3.647 -2.399 8.072
N: 3.224 -2.697 9.332
C: 1.914 -2.817 9.237
N: 1.474 -2.601 7.975
C: 0.074 -2.618 7.557
C: -0.764 -3.353 8.591
C: -0.470 -2.858 10.004
C: -1.420 -3.461 11.028
C: 0.985 -3.180 10.347
C: 3.681 -2.239 2.494
C: 4.164 -1.492 1.252
H: -0.294 4.127 3.070
H: -0.246 5.186 1.642
H: -1.723 4.268 2.020
H: -1.604 3.212 -0.134
H: -0.123 4.109 -0.512
H: -0.122 2.053 -1.823
H: 1.141 1.972 -0.607
H: -0.495 0.677 0.874
H: -1.599 0.620 -0.470
H: -0.265 -1.477 -0.344
H: 0.031 -0.637 -1.861
H: 1.369 0.017 1.377
H: 3.938 0.385 0.241
H: 4.626 0.940 2.497
H: 3.024 1.613 2.240
H: 3.127 0.536 4.456
H: 1.999 -0.329 3.453
H: 4.920 -1.104 3.813
H: 4.109 -3.858 6.057
H: 3.701 -4.135 4.365
H: 5.246 -3.382 4.796
H: 4.687 -2.225 7.847
H: -0.266 -1.589 7.437
H: 0.010 -3.089 6.578
H: -1.819 -3.212 8.346
H: -0.564 -4.429 8.541
H: -0.590 -1.767 10.012
H: -1.355 -4.552 11.017
H: -1.178 -3.123 12.037
H: -2.454 -3.184 10.818
H: 1.079 -4.253 10.551
H: 1.305 -2.662 11.252
H: 4.246 -3.168 2.571
H: 2.626 -2.509 2.389
H: 4.016 -2.099 0.359
H: 5.240 -1.306 1.337

***

B:
The following is a quantum chemistry calculation of the molecule C22H36N4O3, from the Open Molecules 2025 dataset.

HOMO-LUMO gap, eV: 9.11
Spin multiplicity: 1
Charge: 0

Geometry (Å):
C: 1.543 2.238 -2.366
O: 0.430 2.010 -3.202
C: 0.300 2.994 -4.216
C: -0.944 2.674 -5.017
C: -2.227 2.813 -4.186
C: -3.318 1.828 -4.586
C: -3.042 0.352 -4.340
O: -3.739 -0.504 -4.863
N: -2.033 0.042 -3.489
C: -1.655 -1.349 -3.250
C: -0.258 -1.390 -2.642
C: -0.227 -0.833 -1.220
C: -1.222 -1.569 -0.319
N: -1.130 -1.093 1.083
C: -2.357 -0.922 1.848
C: 0.024 -1.437 1.740
O: 0.986 -1.916 1.150
C: 0.148 -1.210 3.203
C: -0.649 -1.446 4.297
N: 0.051 -1.294 5.455
C: 1.268 -0.959 5.083
N: 1.391 -0.906 3.737
C: 2.626 -0.589 3.023
C: 3.605 0.102 3.959
C: 3.745 -0.655 5.277
C: 4.849 -0.078 6.150
C: 2.399 -0.625 5.998
C: -2.624 -1.461 -0.908
C: -2.653 -2.039 -2.321
H: 1.576 1.435 -1.634
H: 2.474 2.236 -2.944
H: 1.455 3.198 -1.846
H: 0.225 3.989 -3.755
H: 1.193 2.985 -4.853
H: -0.985 3.325 -5.892
H: -0.843 1.653 -5.395
H: -1.994 2.689 -3.125
H: -2.614 3.829 -4.285
H: -4.242 2.049 -4.045
H: -3.561 1.916 -5.646
H: -1.368 0.755 -3.225
H: -1.666 -1.865 -4.213
H: 0.077 -2.431 -2.626
H: 0.441 -0.838 -3.276
H: 0.775 -0.917 -0.812
H: -0.499 0.230 -1.222
H: -0.934 -2.630 -0.315
H: -2.152 -0.319 2.726
H: -3.090 -0.388 1.252
H: -2.793 -1.876 2.161
H: -1.680 -1.753 4.317
H: 3.048 -1.513 2.629
H: 2.383 0.040 2.169
H: 4.570 0.177 3.454
H: 3.269 1.123 4.170
H: 3.988 -1.699 5.042
H: 4.652 0.975 6.370
H: 4.919 -0.609 7.101
H: 5.819 -0.142 5.655
H: 2.235 0.377 6.410
H: 2.378 -1.316 6.842
H: -3.351 -1.993 -0.293
H: -2.931 -0.411 -0.944
H: -3.653 -1.953 -2.746
H: -2.407 -3.105 -2.285

***

C:
The following is a quantum chemistry calculation of the molecule C22H36N4O3, from the Open Molecules 2025 dataset.

HOMO-LUMO gap, eV: 9.40
Spin multiplicity: 1
Charge: 0

Geometry (Å):
C: 0.105 0.868 -1.893
O: -1.218 0.465 -1.590
C: -1.771 -0.354 -2.604
C: -3.237 -0.566 -2.294
C: -4.039 0.733 -2.388
C: -5.355 0.686 -1.621
C: -5.265 0.536 -0.110
O: -6.211 0.101 0.528
N: -4.121 0.952 0.490
C: -3.943 0.816 1.932
C: -3.660 -0.628 2.335
C: -2.291 -1.090 1.853
C: -1.157 -0.193 2.369
N: 0.127 -0.769 1.920
C: 0.367 -2.123 2.406
C: 1.116 -0.077 1.282
O: 1.230 1.144 1.288
C: 2.064 -0.877 0.477
C: 1.903 -2.027 -0.255
N: 2.980 -2.250 -1.056
C: 3.802 -1.246 -0.818
N: 3.298 -0.382 0.094
C: 3.955 0.848 0.536
C: 5.435 0.795 0.197
C: 5.664 0.369 -1.251
C: 7.127 0.480 -1.651
C: 5.153 -1.061 -1.423
C: -1.426 1.246 1.928
C: -2.804 1.709 2.405
H: 0.475 1.447 -1.049
H: 0.756 -0.001 -2.042
H: 0.124 1.482 -2.801
H: -1.652 0.137 -3.581
H: -1.230 -1.308 -2.645
H: -3.647 -1.312 -2.979
H: -3.316 -0.990 -1.289
H: -3.426 1.566 -2.035
H: -4.250 0.950 -3.438
H: -5.926 1.602 -1.797
H: -5.981 -0.138 -1.964
H: -3.320 1.177 -0.078
H: -4.881 1.135 2.388
H: -3.707 -0.694 3.427
H: -4.446 -1.274 1.942
H: -2.139 -2.124 2.165
H: -2.244 -1.077 0.758
H: -1.159 -0.223 3.469
H: 1.432 -2.331 2.433
H: -0.024 -2.199 3.424
H: -0.119 -2.889 1.801
H: 1.052 -2.688 -0.260
H: 3.472 1.695 0.047
H: 3.791 0.965 1.605
H: 5.866 1.781 0.381
H: 5.948 0.089 0.861
H: 5.069 1.028 -1.894
H: 7.750 -0.139 -1.001
H: 7.282 0.146 -2.679
H: 7.481 1.509 -1.573
H: 5.853 -1.753 -0.941
H: 5.106 -1.349 -2.474
H: -0.667 1.917 2.317
H: -1.353 1.300 0.838
H: -2.977 2.737 2.078
H: -2.820 1.720 3.499

***

Which of them is most stable? Easy: C.

***

A:
The following is a quantum chemistry calculation of a cluster of 2 separate species, CHF2IO in total, from the Open Molecules 2025 dataset.

HOMO-LUMO gap (alpha / beta), eV: 6.39 / 6.41
Spin multiplicity: 1
Charge: 0

Geometry (Å):
C: -0.445 0.282 -0.016
O: -0.315 -0.831 0.574
F: 0.329 1.339 0.372
F: -0.303 0.249 -1.357
I: 2.266 -1.811 0.161
H: -1.532 0.772 0.266

***

B:
The following is a quantum chemistry calculation of a cluster of 2 separate species, CHF2IO in total, from the Open Molecules 2025 dataset.

HOMO-LUMO gap, eV: 10.37
Spin multiplicity: 1
Charge: 0

Geometry (Å):
C: 0.899 -0.924 0.142
O: 0.042 -1.073 0.914
F: -1.879 1.556 -0.426
F: 1.426 -1.936 -0.516
I: 2.172 0.729 -0.179
H: -2.661 1.648 0.065

***

C:
The following is a quantum chemistry calculation of the molecule CHF2IO, from the Open Molecules 2025 dataset.

HOMO-LUMO gap, eV: 7.96
Spin multiplicity: 1
Charge: 0

Geometry (Å):
C: -0.479 1.076 0.091
O: -3.904 -0.109 1.100
F: 0.117 0.560 1.233
F: -0.417 2.372 0.269
I: -2.606 -0.034 -0.216
H: 0.203 0.784 -0.765

***

Which of them is most stable? Easy: B.